A molecular structure, C18H35ErN2O in a non-equilibrium geometry, computed with ωB97M-V with the def2-TZVPD basis set.

Properties
Kohn-Sham gap (alpha / beta) = 7.574 / 7.713 eV
multiplicity = 4
charge = +2
<S²> = 3.754
HOMO level (alpha / beta) = -14.58 / -14.61 eV

Structure (XYZ):
```
57
Properties=species:S:1:pos:R:3:forces:R:3
C 1.039 2.070 -0.806 2.9 0.4 -0.4
H 1.300 2.470 0.173 0.6 -0.1 -0.1
H 1.779 2.338 -1.551 0.4 1.0 0.1
H 1.633 0.953 -0.860 -1.8 2.3 -0.2
C -0.254 2.889 -1.231 -1.4 0.3 -0.7
H -0.966 2.333 -1.882 0.3 0.0 0.2
H -0.851 3.240 -0.354 0.6 -0.7 -0.3
C 0.050 4.259 -2.034 0.3 -0.6 0.1
H -0.923 4.763 -2.288 0.9 -0.7 0.4
H 0.651 4.980 -1.419 -0.5 -0.8 -0.5
H 0.589 4.047 -2.993 -0.4 0.2 0.9
C -0.815 -2.041 -1.560 0.3 -0.2 -0.7
C -1.223 -0.985 -2.430 0.7 -0.8 -0.8
C -0.030 -0.428 -2.998 -0.6 -0.4 -0.3
C 1.098 -1.127 -2.484 -0.9 0.3 0.7
C 0.615 -2.110 -1.577 -0.8 0.1 -0.1
C 1.422 -3.000 -0.710 0.5 -0.4 0.5
C 2.514 -0.795 -2.749 0.5 0.0 -0.2
C 0.006 0.640 -4.031 0.1 0.8 -0.6
C -2.630 -0.662 -2.791 -0.6 0.4 0.0
C -1.722 -2.945 -0.805 -0.5 -0.4 0.6
Er -0.150 0.008 -0.529 -1.6 -0.5 1.0
H 3.159 -1.069 -1.921 0.1 0.0 0.2
H 2.917 -1.302 -3.617 0.0 -0.3 -0.3
H 2.636 0.261 -2.961 0.1 0.3 0.0
H 2.406 -2.569 -0.519 0.0 0.0 0.1
H 0.927 -3.178 0.251 0.1 0.1 0.0
H 1.620 -3.995 -1.118 -0.2 0.1 -0.2
H -2.689 -2.488 -0.581 0.0 0.0 -0.1
H -1.946 -3.888 -1.323 0.2 0.3 -0.1
H -1.298 -3.232 0.160 0.1 -0.1 0.0
H -2.739 0.334 -3.218 0.1 0.0 -0.1
H -3.063 -1.357 -3.520 0.2 0.0 0.1
H -3.299 -0.676 -1.929 0.0 -0.1 0.1
H 0.811 1.360 -3.836 -0.1 -0.1 -0.1
H 0.191 0.267 -5.054 0.0 -0.1 0.5
H -0.926 1.217 -4.094 0.2 -0.2 0.1
C 2.289 -0.205 2.578 0.3 -0.1 -0.6
N 1.134 -0.188 3.475 -0.7 0.1 -0.3
C 1.398 -0.124 4.905 0.0 0.1 0.5
C -0.062 -0.111 2.871 0.3 -0.3 -0.4
O 0.003 -0.175 1.570 -0.6 0.2 0.3
N -1.285 -0.002 3.412 0.3 0.1 -0.4
C -1.634 0.099 4.838 -0.1 0.0 -0.1
C -2.415 0.138 2.480 -0.4 -0.1 -0.4
H 3.194 -0.248 3.200 -0.3 0.0 -0.6
H 2.286 0.676 1.910 0.3 0.0 0.6
H 2.240 -1.046 1.866 0.2 0.0 0.7
H 1.042 0.814 5.336 0.3 0.0 -0.1
H 0.926 -0.945 5.451 0.3 0.0 -0.2
H 2.479 -0.184 5.023 -0.2 0.0 0.2
H -2.159 1.048 4.993 0.1 -0.2 0.1
H -2.303 -0.731 5.092 0.2 0.2 0.0
H -0.742 0.064 5.455 -0.5 0.0 -0.1
H -2.333 1.040 1.836 0.1 -0.4 0.4
H -2.563 -0.759 1.839 0.3 0.4 0.4
H -3.337 0.260 3.058 0.3 0.0 0.0
```
Positions in Å, forces in eV/Å.

Löwdin population analysis, charges in e, atoms 1 to 4: atom 1 (C): -0.1829, atom 2 (H): 0.0905, atom 3 (H): 0.0867, atom 4 (H): 0.1211



A molecular structure, C18H35F7N3O7PSSbSeSiTeTi, computed with ωB97M-V with the def2-TZVPD basis set.

Properties
Kohn-Sham gap = 7.478 eV
charge = -1
energy relative to the best compared isomer or geometry (same formula, charge and spin) = 0.372 eV
HOMO level = -5.58 eV

Structure (XYZ):
```
77
Properties=species:S:1:pos:R:3:forces:R:3
Ti 0.209 0.060 0.135 -0.6 0.2 0.3
C -1.058 3.009 -2.803 0.0 0.0 0.0
Si -0.777 2.916 -0.948 0.1 0.0 0.0
C -0.214 4.560 -0.257 0.0 0.0 0.0
C -2.394 2.427 -0.183 0.0 0.0 0.0
N 0.574 1.766 -0.588 -0.1 0.0 -0.1
C 1.865 2.230 -0.904 0.1 0.0 0.0
C 2.190 2.814 -2.130 0.0 0.0 0.0
C 3.465 3.295 -2.391 0.0 0.0 0.0
C 4.466 3.197 -1.435 0.0 0.0 0.0
C 4.180 2.600 -0.214 0.0 0.0 0.0
C 2.906 2.129 0.018 0.0 0.0 0.1
F 2.654 1.507 1.185 0.0 0.0 0.0
H -2.122 3.178 -2.988 0.0 0.0 0.0
H -0.809 2.057 -3.277 0.0 0.0 0.0
H -0.497 3.810 -3.289 0.0 0.0 0.0
H -0.968 5.324 -0.463 0.0 0.0 0.0
H 0.733 4.893 -0.684 0.0 0.0 0.0
H -0.096 4.485 0.826 0.0 0.0 0.0
H -2.358 2.231 0.885 0.0 0.0 0.0
H -2.830 1.566 -0.693 0.0 0.0 0.0
H -3.056 3.283 -0.355 0.0 0.0 0.0
H 1.425 2.875 -2.889 0.0 0.0 0.0
H 3.674 3.744 -3.354 0.0 0.0 0.0
H 5.460 3.574 -1.633 0.0 0.0 0.0
H 4.925 2.489 0.562 0.0 0.0 0.0
C -2.137 -3.188 -0.867 0.0 0.0 0.0
N -3.050 -2.272 -1.550 -0.1 -0.1 0.1
C -4.134 -1.784 -0.711 0.1 0.0 0.0
C -2.718 -1.622 -2.683 0.0 0.0 -0.1
S -3.349 -0.110 -3.074 0.0 0.0 0.0
N -1.846 -2.274 -3.511 0.0 0.1 0.0
C -1.947 -3.705 -3.741 0.0 0.0 0.0
C -1.188 -1.558 -4.585 0.0 0.0 0.0
H -2.005 -2.855 0.161 0.0 0.0 0.0
H -1.160 -3.186 -1.343 0.0 0.0 0.0
H -2.535 -4.207 -0.853 0.0 0.0 0.0
H -4.451 -2.604 -0.066 0.0 0.0 0.0
H -4.966 -1.458 -1.329 0.0 0.0 0.0
H -3.806 -0.951 -0.087 0.0 0.0 0.0
H -2.721 -4.140 -3.116 0.0 0.0 0.0
H -0.997 -4.205 -3.537 0.0 0.0 0.0
H -2.216 -3.879 -4.789 0.0 0.0 0.0
H -0.943 -0.550 -4.263 0.0 0.0 0.0
H -1.823 -1.495 -5.476 0.0 0.0 0.0
H -0.265 -2.090 -4.826 0.0 0.0 0.0
C 4.034 -1.778 0.711 0.0 0.0 0.0
C 3.909 -1.067 -0.614 0.0 -0.1 0.0
O 2.524 -0.750 -0.873 0.1 0.2 -0.1
P 1.618 -1.310 -2.081 -0.1 0.1 0.1
O 0.239 -1.036 -1.441 0.3 -0.1 0.0
Te 2.136 -3.446 -2.777 0.1 -0.2 -0.1
O 1.694 -0.193 -3.213 0.0 0.0 -0.1
C 2.846 -0.031 -4.054 0.0 0.0 0.0
C 2.428 0.796 -5.245 0.0 0.0 0.0
H 5.085 -2.006 0.896 0.0 0.0 0.0
H 3.472 -2.712 0.696 0.0 0.0 0.0
H 3.659 -1.161 1.526 0.0 0.0 0.0
H 4.272 -1.692 -1.434 0.0 0.0 0.0
H 4.447 -0.118 -0.626 0.0 0.0 0.0
H 3.206 -1.018 -4.355 0.0 0.0 0.0
H 3.626 0.473 -3.475 0.0 0.0 0.0
H 1.653 0.281 -5.812 0.0 0.0 0.0
H 3.285 0.968 -5.898 0.0 0.0 0.0
H 2.037 1.761 -4.922 0.0 0.0 0.0
O 1.638 -2.301 3.671 0.0 0.0 0.0
Se 0.471 -1.961 2.645 0.0 0.0 -0.1
O 1.062 -0.778 1.562 0.2 -0.3 -0.2
O -0.192 -3.138 1.793 0.0 0.1 0.1
O -0.790 -1.106 3.389 -0.1 0.2 0.0
F -1.497 -0.289 0.265 0.0 0.0 0.0
Sb -1.073 0.841 3.750 0.1 -0.2 -0.1
F -2.777 0.653 2.980 0.0 0.0 0.0
F -1.696 0.387 5.459 0.0 0.0 0.0
F -0.423 1.319 1.960 0.0 -0.1 0.2
F 0.699 1.015 4.346 0.0 0.0 0.0
F -1.396 2.666 4.072 0.0 0.0 -0.1
```
Positions in Å, forces in eV/Å.

Löwdin population analysis, charges in e, atoms 1 to 4: atom 1 (Ti): 1.1015, atom 2 (C): -0.1721, atom 3 (Si): 0.4664, atom 4 (C): -0.1520



A molecular structure, C18H35MnN6 in a non-equilibrium geometry, computed with ωB97M-V with the def2-TZVPD basis set.

Properties
Kohn-Sham gap (alpha / beta) = 7.053 / 7.306 eV
multiplicity = 2
charge = +1
<S²> = 0.937
HOMO level (alpha / beta) = -9.28 / -9.65 eV

Structure (XYZ):
```
60
Properties=species:S:1:pos:R:3:forces:R:3
Mn -1.481 -1.309 -0.702 -0.6 -1.8 3.1
C 3.237 -1.637 -3.071 0.0 0.0 0.1
C 3.270 -2.237 -1.665 0.0 0.1 -0.2
N 2.930 -1.291 -0.605 0.1 -0.1 0.1
C 4.036 -0.670 0.125 0.1 0.2 -0.1
C 4.574 0.594 -0.544 0.0 -0.1 0.0
C 1.644 -0.989 -0.343 -0.1 0.1 0.0
C 1.343 -0.055 0.796 -0.1 -0.1 -0.1
N 0.638 -1.472 -1.016 -0.6 0.3 0.1
H 3.519 -2.395 -3.802 0.0 0.0 0.0
H 3.939 -0.809 -3.156 0.0 0.0 0.0
H 2.245 -1.262 -3.326 0.0 0.0 0.0
H 4.269 -2.614 -1.455 0.0 0.0 0.0
H 2.595 -3.094 -1.605 0.0 0.0 0.1
H 4.836 -1.406 0.206 0.0 -0.1 0.0
H 3.716 -0.443 1.138 0.0 -0.1 0.0
H 5.062 0.362 -1.490 0.0 0.0 0.0
H 5.311 1.072 0.101 0.0 0.0 0.0
H 3.770 1.305 -0.738 0.0 0.0 0.0
H 1.862 0.898 0.686 0.0 0.0 0.0
H 1.631 -0.506 1.746 0.0 0.0 0.0
H 0.270 0.110 0.818 0.0 0.0 0.0
H 0.922 -2.091 -1.763 0.0 -0.1 0.0
C -1.642 -1.982 0.895 0.6 1.1 -3.5
C -1.523 -1.940 2.305 -0.1 0.1 0.9
C -2.481 -1.259 3.085 0.1 -0.1 -0.3
C -2.362 -1.203 4.459 0.0 0.0 0.2
C -1.290 -1.818 5.096 0.0 0.0 -0.1
C -0.340 -2.496 4.343 0.1 0.0 0.2
C -0.451 -2.567 2.968 -0.2 0.1 -0.3
H -3.325 -0.802 2.580 0.0 0.0 0.1
H -3.111 -0.683 5.043 0.0 0.0 0.0
H -1.204 -1.778 6.174 0.0 0.0 0.0
H 0.490 -2.983 4.838 0.0 0.0 0.0
H 0.273 -3.109 2.372 0.0 0.0 0.1
N -3.074 -2.584 -1.762 0.3 0.7 0.1
H -3.331 -3.238 -1.033 0.1 0.0 0.1
H -2.774 -3.126 -2.563 0.0 0.0 0.0
H -3.917 -2.087 -2.028 0.0 0.0 0.0
C -1.028 0.953 -2.737 0.0 0.0 0.2
N -1.344 2.089 -1.894 0.1 0.0 0.0
C -1.887 3.219 -2.645 0.0 0.0 0.0
C -1.755 1.879 -0.601 -0.2 -0.1 0.0
N -2.078 0.690 -0.175 0.5 -0.2 -0.7
N -1.843 2.995 0.188 -0.1 0.1 0.0
C -2.462 2.879 1.496 0.0 0.0 -0.1
C -0.847 4.058 0.102 0.0 0.0 0.0
H -0.379 1.289 -3.545 0.0 0.0 0.0
H -1.925 0.504 -3.178 -0.1 0.0 0.0
H -0.465 0.210 -2.172 0.1 0.0 0.0
H -2.549 2.850 -3.433 0.0 0.0 0.0
H -1.090 3.799 -3.113 0.0 0.0 0.0
H -2.470 3.866 -1.996 0.0 0.0 0.0
H -2.303 0.703 0.807 0.1 -0.1 0.2
H -1.850 2.306 2.205 0.0 0.0 0.0
H -3.447 2.419 1.416 0.0 0.0 0.0
H -2.595 3.881 1.896 0.0 0.0 0.0
H -0.297 4.004 -0.831 0.0 0.0 0.0
H -0.132 3.967 0.927 0.0 0.0 0.0
H -1.332 5.032 0.176 0.0 0.0 0.0
```
Positions in Å, forces in eV/Å.

Löwdin population analysis, charges in e, atoms 1 to 4: atom 1 (Mn): 0.4839, atom 2 (C): -0.0605, atom 3 (C): -0.1956, atom 4 (N): -0.0771



2 unconnected molecules or ions with the total composition C18H35N3O3P2S in a non-equilibrium geometry, computed with ωB97M-V with the def2-TZVPD basis set.

Properties
Kohn-Sham gap (alpha / beta) = 6.738 / 7.956 eV
multiplicity = 2
charge = +1
<S²> = 0.754
HOMO level (alpha / beta) = -10.28 / -11.50 eV

Structure (XYZ):
```
62
Properties=species:S:1:pos:R:3:forces:R:3
C 1.029 -1.734 4.574 -0.1 -0.1 0.1
C -0.040 -2.030 3.508 0.2 -0.3 -0.5
P -0.913 -0.488 3.004 -0.1 0.7 0.8
C 0.116 0.369 1.759 0.1 -0.2 -0.2
C 1.262 1.128 2.454 0.2 0.1 0.0
P -2.530 -1.303 1.814 0.3 0.4 0.0
N -2.427 -1.079 0.166 0.0 -0.6 0.3
C -1.700 -1.844 -0.460 0.1 0.1 -0.2
S -0.766 -2.781 -1.242 0.0 0.0 -0.1
N -4.009 -0.796 2.418 -0.5 -0.6 -0.9
C -5.013 -1.901 2.527 -0.1 0.0 0.0
C -5.116 -2.528 3.885 0.2 0.2 0.1
O -5.622 -2.220 1.554 0.0 0.1 0.1
C -4.413 0.436 1.802 0.3 0.1 0.5
C -5.865 0.792 1.838 0.1 0.2 0.2
O -3.524 1.118 1.355 -0.1 0.0 0.0
H 1.174 -2.619 5.195 0.0 0.0 -0.1
H 1.987 -1.490 4.115 -0.1 0.1 0.0
H 0.736 -0.914 5.234 0.0 -0.1 0.0
H -0.788 -2.719 3.913 0.0 0.1 0.0
H 0.416 -2.521 2.643 0.0 0.0 0.1
H -0.545 1.077 1.254 0.1 -0.1 -0.1
H 0.517 -0.328 1.018 -0.1 0.1 0.0
H 1.562 0.697 3.411 0.0 0.0 -0.1
H 0.992 2.168 2.636 0.0 -0.1 0.0
H 2.133 1.115 1.797 -0.1 0.1 0.0
H -2.600 -2.690 2.007 -0.1 0.0 0.1
H -4.595 -3.490 3.863 -0.2 0.0 0.0
H -4.648 -1.909 4.648 -0.1 0.0 -0.1
H -6.166 -2.694 4.127 0.1 -0.1 -0.1
H -6.353 0.435 0.929 0.0 0.0 0.1
H -5.927 1.878 1.897 0.0 -0.1 -0.2
H -6.370 0.365 2.705 0.0 -0.1 -0.1
C 0.603 0.000 -3.660 0.0 -0.1 0.0
C 1.019 1.133 -2.704 -0.2 -0.3 -0.2
C 1.427 2.389 -3.483 0.0 0.1 0.0
C 2.771 2.263 -4.195 0.0 -0.1 0.0
C 3.865 1.827 -3.226 0.0 0.1 0.0
C 3.522 0.546 -2.458 0.1 -0.5 -0.2
N 2.169 0.718 -1.827 0.2 0.6 -0.4
O 2.224 1.362 -0.728 -0.3 -0.1 0.6
C 3.568 -0.671 -3.388 -0.1 0.0 0.0
C 4.540 0.305 -1.350 0.1 0.1 0.1
C -0.177 1.448 -1.817 0.0 0.2 0.1
H -0.475 0.039 -3.822 0.0 0.1 0.0
H 1.073 0.073 -4.638 0.0 0.0 0.0
H 0.837 -0.979 -3.242 0.0 0.0 0.0
H 1.471 3.231 -2.786 0.0 0.0 0.1
H 0.633 2.612 -4.201 0.0 0.0 0.0
H 2.701 1.566 -5.034 0.0 0.0 0.0
H 3.037 3.228 -4.627 0.0 0.0 0.0
H 4.805 1.661 -3.758 0.0 0.0 0.0
H 4.047 2.629 -2.504 0.0 0.0 0.0
H 3.199 -1.563 -2.878 0.0 0.0 0.0
H 4.605 -0.851 -3.670 0.0 0.0 0.0
H 3.005 -0.544 -4.307 0.0 0.0 0.0
H 4.643 1.167 -0.697 0.0 0.0 0.0
H 5.509 0.103 -1.808 0.0 0.0 0.0
H 4.260 -0.558 -0.743 0.0 0.0 0.0
H -0.448 0.584 -1.211 0.0 -0.1 0.0
H -1.024 1.701 -2.455 0.0 0.0 0.0
H 0.015 2.290 -1.156 0.0 0.0 0.0
```
Positions in Å, forces in eV/Å.

Löwdin population analysis, charges in e, atoms 1 to 4: atom 1 (C): -0.1579, atom 2 (C): -0.4669, atom 3 (P): 0.8869, atom 4 (C): -0.4547